Record 1
{
  "formula": "C3H7N3O",
  "method": "ωB97M-V with the def2-TZVPD basis set",
  "e_homo_ev": -8.453,
  "homo_lumo_gap_ev": 9.02,
  "de_lowest_ev": 2.521,
  "smiles": "[H]/N=C(/N)NC(=C)O",
  "species": ["H", "N", "C", "N", "N", "C", "C", "O", "H", "H", "H", "H", "H", "H"],
  "xyz": [[1.89399, -0.36369, 2.30917], [2.25635, -0.21015, 1.37415], [1.33901, -0.07835, 0.50235], [1.66515, -0.12074, -0.84106], [-0.01603, -0.08363, 0.79786], [-1.06985, 0.07203, -0.05087], [-1.37535, -0.32938, -1.27933], [-2.03822, 0.48469, 0.95341], [1.15454, 0.51393, -1.43637], [2.66310, -0.10490, -0.98636], [-0.70190, 0.31107, 1.68777], [-2.38387, -0.24747, -1.64755], [-0.61829, -0.78124, -1.89292], [-2.76863, 0.93783, 0.50976]]
}

Record 2
{
  "formula": "C3H7N3O",
  "method": "ωB97M-V with the def2-TZVPD basis set",
  "e_homo_ev": -9.581,
  "homo_lumo_gap_ev": 10.36,
  "de_lowest_ev": 0.104,
  "smiles": "[H]/N=C/NC(=O)NC",
  "species": ["H", "N", "C", "N", "C", "O", "N", "C", "H", "H", "H", "H", "H", "H"],
  "xyz": [[-4.11519, -0.33488, -0.49654], [-3.36042, -0.19894, 0.17056], [-2.24583, -0.16677, -0.43760], [-1.07822, 0.00145, 0.27858], [0.17825, 0.01612, -0.31861], [0.33238, -0.02543, -1.52763], [1.19479, 0.08427, 0.58554], [2.57909, 0.16560, 0.18740], [-2.06361, -0.26231, -1.51008], [-1.18803, 0.09590, 1.27859], [0.98897, 0.04759, 1.57029], [2.62118, 0.24787, -0.89871], [3.13172, -0.73118, 0.48948], [3.02491, 1.06072, 0.62875]]
}

Record 3
{
  "formula": "C3H7N3O",
  "method": "ωB97M-V with the def2-TZVPD basis set",
  "e_homo_ev": -8.899,
  "homo_lumo_gap_ev": 9.64,
  "de_lowest_ev": 7.044,
  "smiles": "[H]/N=C(/NO)N1CC1",
  "species": ["H", "N", "C", "N", "O", "N", "C", "C", "H", "H", "H", "H", "H", "H"],
  "xyz": [[-1.45652, -0.49394, 1.62828], [-0.53849, -0.29435, 1.80954], [0.00759, -0.44143, 0.68337], [1.29623, -0.37479, 0.76328], [1.73990, -0.02991, -0.62767], [-0.45699, -0.37877, -0.65431], [-1.79801, 0.36749, -0.59289], [-0.53498, 0.90432, -1.25093], [2.04109, 0.15648, 1.47609], [2.18360, -1.05905, -0.82039], [-2.56969, -0.08700, -1.09720], [-2.01975, 1.15148, 0.30777], [-0.16119, 1.14671, -2.25142], [-0.08957, 1.77767, -0.68862]]
}

Record 4
{
  "formula": "C3H7N3O",
  "method": "ωB97M-V with the def2-TZVPD basis set",
  "e_homo_ev": [-6.622, -6.621],
  "homo_lumo_gap_ev": [6.89, 6.89],
  "de_lowest_ev": 2.992,
  "smiles": "C=N/C(N)=C(\\[NH3+])[O-]",
  "species": ["C", "N", "C", "N", "C", "N", "O", "H", "H", "H", "H", "H", "H", "H"],
  "xyz": [[-1.03337, 0.02896, -1.59122], [-1.26169, 0.13210, -0.33029], [-0.32769, 0.45177, 0.62189], [-0.79688, 1.15127, 1.76889], [0.98891, 0.04875, 0.67578], [1.40149, -0.90158, -0.53303], [1.84825, 0.07050, 1.55546], [-1.82682, -0.32082, -2.25049], [-0.11447, 0.37588, -2.08390], [-0.30451, 0.81967, 2.59393], [-1.79499, 1.00201, 1.87346], [0.58692, -1.27364, -1.03938], [2.00022, -0.41925, -1.20248], [1.95785, -1.63353, -0.08502]]
}

Record 5
{
  "formula": "C3H7N3O",
  "method": "ωB97M-V with the def2-TZVPD basis set",
  "e_homo_ev": -8.376,
  "homo_lumo_gap_ev": 9.05,
  "de_lowest_ev": 4.855,
  "species": ["C", "C", "C", "H", "H", "H", "H", "H", "H", "H", "N", "N", "N", "O"],
  "xyz": [[-2.15761, -0.71974, 0.04459], [-0.53408, 1.14841, -0.11040], [1.67166, 0.99403, 0.15827], [-3.02061, -0.11607, -0.52346], [-1.99585, -1.93417, -0.49898], [-2.57647, -0.94089, 1.18737], [-0.14144, -0.73208, -0.33840], [-1.26791, 1.89233, -0.29724], [2.59348, 1.56567, 0.39832], [2.96883, -1.77003, 0.25707], [-0.91603, -0.08099, -0.03333], [0.62120, 1.77556, -0.07175], [1.71998, -0.31544, -0.04629], [3.03486, -0.76657, -0.12578]]
}

Record 6
{
  "formula": "C3H7N3O",
  "method": "ωB97M-V with the def2-TZVPD basis set",
  "e_homo_ev": [-7.245, -7.248],
  "homo_lumo_gap_ev": [7.77, 7.78],
  "de_lowest_ev": 5.187,
  "species": ["C", "N", "C", "C", "N", "N", "O", "H", "H", "H", "H", "H", "H", "H"],
  "xyz": [[-1.38802, 0.79182, -0.14713], [-0.38745, 1.36323, 1.78491], [0.83618, 0.00211, 0.35076], [-0.30820, -0.04094, -0.45112], [1.96217, -0.70999, 0.09371], [-0.41836, -1.15938, -1.32753], [0.78919, 0.57155, 1.54975], [-0.19881, 2.26994, 1.35206], [2.60239, -0.86981, 0.85660], [1.92350, -1.33577, -0.69595], [-0.52109, -2.04950, -0.84964], [-1.15573, -1.05408, -2.00899], [-2.38145, 0.35884, -0.26249], [-1.35432, 1.86194, -0.24494]]
}

Record 7
{
  "formula": "C3H7N3O",
  "method": "ωB97M-V with the def2-TZVPD basis set",
  "e_homo_ev": -9.378,
  "homo_lumo_gap_ev": 9.90,
  "de_lowest_ev": 5.233,
  "species": ["C", "C", "C", "H", "H", "H", "H", "H", "H", "H", "N", "N", "N", "O"],
  "xyz": [[0.88976, -1.42025, 0.84839], [-1.19104, -0.34618, 1.05391], [0.52984, 0.29663, -0.82628], [1.83922, -0.90867, 1.31601], [0.42792, -1.95458, 1.63151], [1.70061, -1.96742, 0.00239], [-1.65126, -1.53942, 1.46063], [-2.74645, 0.17798, 1.61530], [0.21826, 1.43983, -2.24055], [-1.28482, 1.07916, -1.27343], [-0.05048, -0.50635, 0.28640], [-1.77218, 0.88195, 1.12358], [-0.05681, 1.35637, -1.24950], [1.66017, 0.04601, -1.26141]]
}

Record 8
{
  "formula": "C3H7N3O",
  "method": "ωB97M-V with the def2-TZVPD basis set",
  "e_homo_ev": -9.266,
  "homo_lumo_gap_ev": 10.09,
  "de_lowest_ev": 2.896,
  "smiles": "[H]/N=C(N)\\C(C)=N\\O",
  "species": ["H", "N", "C", "N", "C", "C", "N", "O", "H", "H", "H", "H", "H", "H"],
  "xyz": [[1.54746, 0.93474, -1.42256], [1.90636, 0.10538, -0.93618], [1.08256, -0.48462, -0.17444], [1.46266, -1.55431, 0.57384], [-0.28404, 0.12914, 0.26367], [-0.56961, 1.57798, 0.42824], [-1.03122, -0.78508, -0.20648], [-2.37178, -0.40014, -0.46691], [2.31220, -2.00337, 0.26588], [0.71309, -2.15332, 0.89314], [-0.07445, 2.25538, -0.26231], [-0.25080, 1.84808, 1.43624], [-1.63052, 1.76241, 0.30404], [-2.81191, -1.23229, -0.69618]]
}

Record 9
{
  "formula": "C3H7N3O",
  "method": "ωB97M-V with the def2-TZVPD basis set",
  "e_homo_ev": -9.618,
  "homo_lumo_gap_ev": 10.35,
  "de_lowest_ev": 1.095,
  "smiles": "[H]/N=C/NC(=O)NC",
  "species": ["H", "N", "C", "N", "C", "O", "N", "C", "H", "H", "H", "H", "H", "H"],
  "xyz": [[-2.52228, -1.74492, 0.49790], [-2.36254, -0.73793, 0.53998], [-1.53843, -0.41151, -0.36010], [-1.11040, 0.93293, -0.50975], [0.23955, 1.16388, -0.32835], [0.85789, 2.08828, -0.81059], [0.79427, 0.16436, 0.46440], [1.88509, -0.64464, -0.03036], [-1.06336, -1.11930, -1.05379], [-1.66689, 1.60859, -1.01615], [0.21053, -0.20888, 1.19240], [1.77286, -0.82806, -1.10733], [1.85600, -1.61652, 0.47116], [2.85180, -0.17213, 0.14772]]
}

Record 10
{
  "formula": "C3H7N3O",
  "method": "ωB97M-V with the def2-TZVPD basis set",
  "e_homo_ev": -9.338,
  "homo_lumo_gap_ev": 9.52,
  "de_lowest_ev": 7.414,
  "species": ["N", "N", "C", "O", "N", "H", "H", "H", "H", "H", "C", "C", "H", "H"],
  "xyz": [[0.75417, 0.14753, 0.41589], [1.69317, 0.89555, -0.28504], [0.14634, -0.98160, -0.36776], [1.01111, -0.01956, 1.79135], [0.07420, -1.00656, -1.63688], [1.77780, -0.61409, 1.83881], [1.79542, 1.80188, 0.16156], [2.59649, 0.42908, -0.29230], [0.50051, -0.17635, -2.05039], [-0.30939, -1.71101, 0.30184], [-2.00464, 0.36815, 0.16599], [-3.16936, 0.16982, -0.10338], [-4.16809, 0.00267, -0.43661], [-0.69775, 0.69450, 0.49692]]
}